No. 1
The following is a DFT calculation (ωB97M-V/def2-TZVPD) of a molecular structure, C62H126InN6O14.

Cartesian coordinates (Å):
In1 13.9148 -8.6802 -6.0442
C1 15.9685 -8.6909 -1.4270
C2 15.4670 -8.4601 -2.9654
O1 14.4161 -7.7558 -3.1460
O2 15.9698 -9.0468 -3.9248
H1 15.2479 -9.2773 -0.8568
H2 16.0332 -7.7096 -0.9569
H3 16.9514 -9.1616 -1.4473
C3 13.7963 -13.1815 -7.4580
C4 14.0197 -11.6749 -7.4770
O3 13.0706 -10.9670 -7.7360
O4 15.1212 -11.1570 -7.3620
H4 14.1706 -13.5477 -6.5020
H5 14.4349 -13.5166 -8.2753
H6 12.7527 -13.4647 -7.5943
C5 9.5847 -6.3652 -5.8106
C6 10.5798 -7.4636 -5.4767
O5 11.3673 -7.3813 -4.4635
O6 10.7940 -8.3626 -6.3221
H7 8.7535 -6.7474 -6.4031
H8 9.9868 -5.5343 -6.3903
H9 9.1653 -5.8447 -4.9497
C7 13.5710 -3.5035 -6.6780
C8 13.5570 -5.0228 -6.4043
O7 13.7976 -5.8852 -7.2413
O8 13.5452 -5.4313 -5.2072
H10 14.1654 -2.9999 -5.9156
H11 12.5512 -3.1236 -6.6162
H12 13.8774 -3.2491 -7.6927
C9 19.9569 -7.9206 -2.4313
C10 20.6886 -9.1679 -2.9280
C11 21.5517 -9.6198 -1.7634
C12 22.0469 -11.0406 -1.8880
C13 20.8457 -12.0106 -2.0924
C14 20.0321 -11.6446 -3.3803
N1 19.6992 -10.1868 -3.3521
O9 18.8045 -9.7665 -4.3888
C15 20.7576 -12.1725 -4.6844
C16 18.6633 -12.3214 -3.1539
C17 21.5486 -8.7682 -4.1511
H13 20.5303 -7.2449 -1.7968
H14 19.1751 -8.3031 -1.7751
H15 19.3336 -7.4803 -3.2096
H16 22.5018 -9.0857 -1.7752
H17 21.0111 -9.4075 -0.8411
H18 22.5143 -11.5045 -1.0195
H19 22.8465 -11.1312 -2.6232
H20 20.2656 -12.0642 -1.1711
H21 21.1145 -13.0640 -2.1716
H22 20.4405 -11.6242 -5.5714
H23 21.8394 -12.0468 -4.6390
H24 20.6068 -13.2494 -4.7607
H25 18.1307 -12.4754 -4.0924
H26 18.8975 -13.2874 -2.7064
H27 17.9591 -11.7659 -2.5346
H28 22.4782 -8.2077 -4.0534
H29 20.9527 -8.4010 -4.9868
H30 21.9380 -9.6730 -4.6177
H31 17.9591 -9.6324 -3.9541
C18 16.5514 -3.9148 1.2230
C19 15.4076 -3.3660 0.3347
C20 15.6373 -1.7816 0.1287
C21 16.7810 -1.4663 -0.8217
C22 16.5487 -2.1654 -2.1447
C23 16.2784 -3.6977 -2.0641
N2 15.3032 -4.0488 -0.9665
O10 15.0499 -5.3691 -0.8471
C24 15.7325 -4.0379 -3.4581
C25 17.6764 -4.3021 -1.8656
C26 14.0398 -3.4376 1.1515
H32 16.5693 -5.0026 1.2904
H33 16.5243 -3.5556 2.2517
H34 17.5812 -3.7534 0.9043
H35 14.6998 -1.4521 -0.3192
H36 15.9888 -1.2629 1.0206
H37 17.6607 -1.8175 -0.2823
H38 16.9927 -0.4053 -0.9539
H39 17.4911 -1.9125 -2.6305
H40 15.7260 -1.6225 -2.6099
H41 14.7687 -3.5908 -3.7018
H42 16.4899 -3.7444 -4.1849
H43 15.3923 -5.0592 -3.6291
H44 18.1298 -4.3715 -2.8544
H45 18.1655 -3.6146 -1.1755
H46 17.6142 -5.3495 -1.5705
H47 14.0590 -2.9792 2.1402
H48 13.6811 -4.4547 1.3090
H49 13.2559 -2.9265 0.5925
H50 15.8980 -5.7843 -0.6740
C27 7.4437 -3.8058 -12.7960
C28 8.0491 -4.1804 -11.3386
C29 6.9640 -5.0998 -10.7164
C30 7.4890 -5.8001 -9.4038
C31 8.8231 -6.5715 -9.6895
C32 9.9129 -5.6499 -10.3048
N3 9.3271 -4.8634 -11.4398
O11 10.2459 -4.0709 -12.1452
C33 10.7079 -4.8228 -9.2680
C34 10.9624 -6.6805 -10.8672
C35 8.0997 -2.8618 -10.5583
H51 6.4748 -3.3109 -12.7296
H52 7.2096 -4.6582 -13.4338
H53 8.0770 -3.0991 -13.3323
H54 6.1324 -4.4718 -10.3966
H55 6.6483 -5.9595 -11.3075
H56 6.7102 -6.5213 -9.1559
H57 7.6907 -5.0912 -8.6008
H58 8.4697 -7.4264 -10.2661
H59 9.0331 -6.9431 -8.6865
H60 10.1000 -4.1046 -8.7177
H61 11.3682 -5.4075 -8.6275
H62 11.2868 -4.0468 -9.7687
H63 11.7646 -6.1631 -11.3935
H64 11.4296 -7.1035 -9.9779
H65 10.7103 -7.4959 -11.5452
H66 7.1861 -2.7584 -9.9727
H67 7.9836 -2.0286 -11.2514
H68 8.9970 -2.7662 -9.9470
H69 9.9646 -4.2986 -13.0343
C36 13.4499 -12.3016 -1.1300
C37 13.7196 -12.5198 -2.6984
C38 13.4904 -14.0913 -2.9637
C39 11.9745 -14.5493 -2.9119
C40 11.1843 -13.6491 -3.8628
C41 11.3049 -12.0747 -3.5975
N4 12.7279 -11.7204 -3.5375
O12 12.9601 -10.3666 -3.5130
C42 10.5606 -11.4671 -4.8353
C43 10.5537 -11.7682 -2.2906
C44 15.2596 -12.2569 -2.9800
H70 14.2248 -12.7257 -0.4916
H71 12.4422 -12.5052 -0.7677
H72 13.5082 -11.2732 -0.7733
H73 13.8604 -14.3587 -3.9534
H74 14.1854 -14.6313 -2.3206
H75 11.5816 -14.5160 -1.8957
H76 11.9046 -15.5936 -3.2163
H77 10.1512 -13.9955 -3.8315
H78 11.6208 -13.7924 -4.8512
H79 9.6270 -12.0048 -5.0005
H80 10.2998 -10.4268 -4.6404
H81 11.1913 -11.5619 -5.7192
H82 9.4832 -11.6119 -2.4228
H83 10.5262 -12.6203 -1.6113
H84 10.9916 -11.0639 -1.5833
H85 15.6760 -12.3979 -3.9774
H86 15.8910 -12.9746 -2.4563
H87 15.4104 -11.2147 -2.6986
H88 12.8458 -10.2507 -2.5669
C45 14.6602 -7.9311 -9.7981
C46 16.0966 -7.3644 -9.5319
C47 15.9191 -5.9620 -10.0893
C48 17.0382 -4.9804 -9.6560
C49 17.2143 -5.0143 -8.0301
C50 17.4023 -6.4152 -7.5221
N5 16.4561 -7.3770 -8.0820
O13 16.5614 -8.6064 -7.4703
C51 18.8811 -6.7271 -7.8332
C52 17.2727 -6.4727 -6.0100
C53 17.1696 -8.1538 -10.2761
H89 14.6139 -8.9416 -9.3920
H90 14.4891 -8.0999 -10.8613
H91 13.7482 -7.4522 -9.4417
H92 15.9276 -5.8613 -11.1746
H93 14.9856 -5.5760 -9.6797
H94 16.6725 -3.9888 -9.9227
H95 18.0004 -5.1336 -10.1446
H96 16.2427 -4.7435 -7.6169
H97 17.9662 -4.2487 -7.8391
H98 19.1454 -7.7554 -7.5864
H99 19.1773 -6.5474 -8.8667
H100 19.5007 -6.0466 -7.2492
H101 17.4502 -7.4211 -5.5030
H102 17.9488 -5.7793 -5.5099
H103 16.2702 -6.2041 -5.6767
H104 16.9504 -8.1863 -11.3434
H105 17.2360 -9.2029 -9.9880
H106 18.1677 -7.7337 -10.1517
H107 17.3480 -9.0169 -7.8367
C54 19.2804 -12.1180 -11.6080
C55 18.1612 -13.0861 -11.1338
C56 18.6002 -14.5797 -11.2652
C57 19.6026 -15.1992 -10.2640
C58 19.0557 -14.9978 -8.8540
C59 18.6487 -13.5543 -8.5583
N6 17.7849 -12.9784 -9.6750
O14 17.4339 -11.6881 -9.3585
C60 17.8420 -13.7120 -7.2623
C61 19.9277 -12.7154 -8.2805
C62 16.9387 -12.9167 -12.1236
H108 19.1318 -11.0582 -11.4007
H109 19.3962 -12.1925 -12.6893
H110 20.2787 -12.4051 -11.2778
H111 17.7789 -15.2495 -11.5199
H112 19.1266 -14.5941 -12.2196
H113 20.5855 -14.7288 -10.2924
H114 19.7740 -16.2752 -10.2935
H115 19.5883 -15.4206 -8.0022
H116 18.2169 -15.6934 -8.8785
H117 18.4619 -14.1542 -6.4823
H118 17.5526 -12.7353 -6.8745
H119 16.9493 -14.3241 -7.3905
H120 20.5487 -12.6839 -9.1758
H121 19.7886 -11.6439 -8.1369
H122 20.5018 -13.1214 -7.4476
H123 16.4956 -11.9429 -11.9152
H124 16.0955 -13.5995 -12.0197
H125 17.1482 -12.8842 -13.1927
H126 16.6327 -11.7101 -8.8301

Atomic forces in eV per Å
-0.680 1.049 0.919
-0.063 0.706 -1.955
-3.440 1.331 0.814
1.259 -0.801 0.800
1.972 -1.559 -1.136
-0.040 -0.073 -0.329
0.001 -0.142 -0.069
-0.095 -0.093 0.075
0.582 0.276 -0.005
0.031 -0.488 -0.504
-4.323 2.208 0.372
3.613 -0.067 1.447
0.086 -0.169 -0.089
-0.095 -0.578 0.084
0.184 0.194 -0.080
-1.105 0.468 0.311
3.880 -0.274 1.404
-1.757 0.697 -0.917
-0.373 -0.344 -1.470
0.049 -0.239 0.052
0.734 -0.390 -0.170
0.118 -0.415 0.350
-0.701 -0.353 -0.430
1.353 -1.168 4.308
-0.018 -1.571 -4.484
-0.831 1.906 0.262
0.028 -0.166 -0.151
-0.134 -0.082 0.291
0.381 -0.221 0.068
-1.633 -0.842 0.282
0.329 1.259 -1.710
0.908 -0.760 -0.008
-0.991 -2.276 0.492
0.687 0.779 -1.334
-0.928 0.663 0.571
0.272 -0.182 1.493
1.737 -0.384 0.091
-0.150 0.529 1.119
0.222 -0.595 -1.035
0.467 -1.308 -1.080
0.299 0.190 -0.629
-0.074 -0.134 0.466
0.620 0.565 -0.224
-0.369 0.915 0.159
0.113 -0.317 0.171
0.274 0.855 0.623
-0.371 0.034 -0.572
-0.515 0.782 -0.100
0.568 -0.068 -0.461
-0.396 -0.256 0.080
0.116 0.182 0.278
-0.305 -0.004 -0.260
0.068 -0.162 -0.150
-0.461 -0.268 -0.010
0.522 0.151 0.276
-0.372 0.667 0.640
-0.238 0.574 0.359
0.071 -0.539 0.171
-0.727 0.096 0.178
0.446 -0.586 0.219
0.343 1.468 1.408
0.365 -1.110 -0.859
-0.352 -1.056 0.719
0.148 0.744 1.025
-0.186 0.672 -0.338
-0.037 3.567 -0.689
-0.265 -1.199 -0.025
-0.808 -0.745 0.220
-0.901 -0.299 -0.424
0.400 -0.487 -0.922
-0.612 -0.249 0.080
-0.336 0.138 0.016
-0.100 0.644 -0.479
-0.080 0.543 0.421
-1.149 -0.303 0.668
0.463 -0.267 -0.304
-0.468 0.176 -0.070
-0.202 -0.701 -1.079
-0.059 -0.243 -0.344
0.139 0.790 0.295
-0.119 -0.085 -0.179
0.745 -0.489 0.287
0.421 0.414 0.159
0.679 -0.769 -0.042
0.231 -0.018 0.594
0.571 0.195 -0.052
0.252 -0.174 -0.189
0.068 0.006 -0.185
0.413 -0.492 0.191
0.556 -0.310 0.720
-1.750 0.131 -1.180
1.479 -0.542 2.077
0.598 0.408 -1.543
-2.318 1.480 0.857
0.645 -1.676 -0.954
-1.193 -1.707 0.475
0.233 0.190 0.220
-0.597 1.241 -0.485
0.822 0.944 0.211
-0.504 0.388 -0.191
-0.013 0.169 0.632
0.504 -0.358 0.105
0.211 -0.087 -0.017
-0.267 -0.122 -0.534
-0.042 0.440 -0.667
0.097 0.071 0.601
-0.395 0.112 0.112
0.863 -0.012 -0.587
1.063 -0.166 -0.236
-0.596 -0.661 0.725
-0.241 -0.004 0.029
0.665 -0.503 -0.604
0.099 0.329 0.076
-0.009 -0.300 -0.076
-0.959 0.147 0.185
0.204 -0.131 0.526
0.670 0.192 -0.003
-0.219 0.153 -0.064
0.517 0.135 -0.345
0.375 0.887 -0.399
-0.839 -1.637 0.472
-0.986 0.949 -0.168
1.634 0.854 0.176
1.091 0.517 0.576
-0.888 -1.690 0.062
1.427 -3.097 -1.655
0.006 0.027 0.658
0.775 0.332 1.064
-0.514 -0.707 0.973
-1.385 0.541 0.024
-0.121 -0.707 -0.213
0.198 -0.951 -0.324
0.317 0.754 -0.669
-0.065 0.391 -0.363
-0.359 -0.029 0.521
0.019 0.162 0.123
0.001 -0.043 -0.154
-0.181 0.483 -0.276
-0.289 -0.113 -0.267
0.031 -0.143 0.101
0.248 0.095 -0.295
-0.046 0.211 -0.044
0.079 0.673 -0.292
0.217 -0.650 -0.237
-0.098 0.859 -0.682
-0.956 0.281 -0.569
-0.340 0.231 0.877
0.665 -0.175 0.076
0.079 1.764 0.372
0.558 -2.103 0.322
-0.878 -0.617 -0.155
1.870 1.717 1.150
-0.710 -0.194 2.226
-2.175 0.370 -2.894
2.302 -0.762 0.280
-1.682 2.618 -0.563
-0.437 -0.236 -0.329
0.446 -0.375 -0.143
-0.483 0.347 1.177
-0.106 -0.371 -0.765
-0.029 -0.319 0.177
0.316 0.254 -0.258
0.629 0.779 0.422
-0.453 -0.867 -0.117
-0.024 0.111 -0.113
0.284 0.216 0.015
-0.027 -0.196 -0.079
-0.086 0.704 -0.069
0.176 -0.521 0.760
0.152 -0.088 0.139
-0.225 -0.042 -0.092
0.065 -0.171 0.236
0.227 -0.321 -0.610
0.134 0.307 -0.225
-0.285 0.223 -0.202
-0.005 0.115 -0.162
-0.177 -0.095 0.282
-0.139 0.167 -0.012
0.384 -0.763 0.039
0.287 -0.403 -0.321
0.012 -1.353 0.742
1.492 -0.303 -1.495
0.157 0.796 1.526
-0.778 -0.386 -0.989
0.175 -0.141 -0.064
-0.208 -1.776 -0.295
0.443 1.708 -0.110
-0.283 1.226 0.056
-0.053 0.166 -0.838
-0.366 1.026 1.162
-0.305 -0.149 0.344
-0.370 -0.046 -0.220
-0.087 -0.021 0.538
-0.414 0.122 0.807
0.215 0.040 -0.363
0.099 0.144 -0.527
-0.147 -0.049 -0.991
0.861 0.330 -0.238
-0.905 0.488 0.297
0.152 -0.144 -0.108
-0.265 0.079 0.036
0.016 0.026 -0.161
0.260 -0.533 -0.009
-0.682 -0.080 0.490
-0.052 -0.022 -0.039
0.004 0.241 0.062
0.340 -0.429 0.494
0.773 -0.212 0.128
-0.583 -0.126 0.346

The molar mass comes out at 1294.5 g mol⁻¹. The value obtained for the HOMO energy is -5.822 eV. The strongest force on any atom comes out at 4.9 eV/A. Its total charge is -1. The calculation puts the gap between HOMO and LUMO at 4.097 eV.

Results of the Mulliken charge analysis, in e, for atoms 1 through 99:
1. In 1.9089
2. C -0.2017
3. C 0.2670
4. O -0.5285
5. O -0.1038
6. H 0.1804
7. H -0.4434
8. H 0.1348
9. C -0.9756
10. C 0.3397
11. O -0.7059
12. O -0.1972
13. H -0.0591
14. H 0.3729
15. H 0.3017
16. C -1.0012
17. C 0.6625
18. O -0.4831
19. O -0.6284
20. H 0.2926
21. H 0.0504
22. H 0.4776
23. C -1.4280
24. C 0.2687
25. O -0.0629
26. O -0.6121
27. H 0.2188
28. H 0.3810
29. H 0.3411
30. C -2.0882
31. C 1.8665
32. C -1.1334
33. C -0.8812
34. C -1.4212
35. C 1.8649
36. N -0.2338
37. O 1.4566
38. C -1.7002
39. C -1.8684
40. C -1.5263
41. H 0.3413
42. H 0.4857
43. H 0.1204
44. H 0.3498
45. H 0.4052
46. H 0.4412
47. H 0.3778
48. H 0.4493
49. H 0.5268
50. H 0.1599
51. H 0.3661
52. H 0.4991
53. H 0.0751
54. H 0.6106
55. H 0.1527
56. H 0.4340
57. H 0.0228
58. H 0.4400
59. H -0.4288
60. C -1.7080
61. C 1.5553
62. C -1.0506
63. C -0.7806
64. C -1.2988
65. C 2.2089
66. N 0.1163
67. O -0.2004
68. C -2.0591
69. C -1.4245
70. C -1.8312
71. H 0.2933
72. H 0.4559
73. H 0.3341
74. H 0.3810
75. H 0.4399
76. H 0.3368
77. H 0.3981
78. H 0.3662
79. H 0.3749
80. H 0.6007
81. H 0.4542
82. H -0.1061
83. H 0.3636
84. H 0.3129
85. H 0.1028
86. H 0.3735
87. H 0.3667
88. H 0.3987
89. H -0.0111
90. C -1.9976
91. C 1.6141
92. C -1.4058
93. C -0.8124
94. C -0.5471
95. C 1.7760
96. N 0.2302
97. O -0.4797
98. C -2.0451
99. C -1.8548

=====

No. 2
The following is a DFT calculation (ωB97M-V/def2-TZVPD) of 2 unconnected molecules or ions with the total composition C2HCl2NO.

Cartesian coordinates (Å):
C1 0.2161 1.2894 -0.6465
C2 1.2316 0.3860 -1.2222
N1 -0.6623 1.8982 -0.2148
O1 1.4887 0.2754 -2.3546
Cl1 -1.9991 -1.0809 1.9557
Cl2 2.0189 -0.4587 0.1249
H1 -2.2939 -2.3094 2.3575

Atomic forces in eV per Å
-0.637 0.031 -0.151
-0.187 0.446 1.770
0.621 -0.254 -0.222
0.229 -0.248 -0.843
-0.280 -1.210 0.383
-0.046 0.009 -0.534
0.300 1.226 -0.404

The molar mass comes out at 125.9 g mol⁻¹. The value obtained for the HOMO energy is -11.840 eV. The strongest force on any atom comes out at 1.8 eV/A. Its total charge is 0. The calculation puts the gap between HOMO and LUMO at 10.931 eV.

Calculated atomic charges, method Mulliken, unit e:
1. C 0.1751
2. C 0.5331
3. N -0.2598
4. O -0.3285
5. Cl -0.2521
6. Cl -0.1203
7. H 0.2524

=====

No. 3
The following is a DFT calculation (ωB97M-V/def2-TZVPD) of a molecular structure, CHCuLiO2.

Cartesian coordinates (Å):
H1 -0.4519 -0.0469 -1.8726
O1 -1.1835 0.2376 -0.7507
C1 0.0241 0.6742 -1.1095
O2 0.9687 0.4101 -0.4278
Li1 -2.3580 -1.2242 -0.5780
Cu1 -0.3750 0.4954 1.2397

Atomic forces in eV per Å
-0.235 -0.370 -2.777
-1.716 1.137 -0.336
1.877 -2.828 2.896
0.619 2.390 -1.338
-0.886 -0.597 -0.237
0.340 0.268 1.792

The molar mass comes out at 115.5 g mol⁻¹. The value obtained for the HOMO energy (alpha / beta) is -21.443 / -21.287 eV. The strongest force on any atom comes out at 4.5 eV/A. Its total charge is +2. The calculation puts the gap between HOMO and LUMO (alpha / beta) at 9.932 / 6.845 eV. The multiplicity is 2.

Calculated atomic charges, method Mulliken, unit e:
1. H 0.4071
2. O -0.5227
3. C 0.5799
4. O -0.2410
5. Li 0.9640
6. Cu 0.8127

=====

Energy above the lowest of the compared OMol25 structures with the same formula, charge and spin, record by record: 0.0000 0.3284 4.2851 eV